No. 1
C6H13N | ωB97M-V with the def2-TZVPD basis set

ORCA input file:
```
! wB97M-V def2-TZVPD RIJCOSX def2/J DEFGRID3
* xyz 0 1
C 2.674 0.202 0.518
C 1.409 0.483 0.168
C 1.147 1.168 -1.155
C 0.338 0.267 1.213
C -1.096 0.138 0.620
C -1.295 -0.904 -0.463
N -2.711 -1.260 -0.551
H 3.104 0.385 1.495
H 3.406 -0.160 -0.213
H 0.988 2.260 -1.037
H 0.308 0.890 -1.767
H 2.059 1.219 -1.766
H 0.618 -0.690 1.704
H 0.319 1.003 2.062
H -1.349 1.170 0.328
H -1.714 -0.180 1.495
H -0.846 -0.642 -1.426
H -0.660 -1.799 -0.236
H -2.985 -2.168 -0.896
H -3.162 -0.601 -1.175
*
```

Results
Structure (SMILES) = C=C(C)CCCN
Lowest unoccupied orbital energy = 0.99 eV
E_HOMO = -8.5 eV
ΔE to the lowest compared entry with this formula, charge and spin = 40.8 kcal per mole
Orbital gap = 9.5 eV

Atom charges from the Mulliken analysis, given in e for atoms 1 to 5: C -0.851; C 0.680; C -1.311; C -0.618; C -0.513

No. 2
C3H11NOS2 | ωB97M-V with the def2-TZVPD basis set

ORCA input file:
```
! wB97M-V def2-TZVPD RIJCOSX def2/J DEFGRID3
* xyz 0 1
C 0.709 2.136 0.770
N -0.125 0.957 0.950
C -0.882 0.648 -0.258
C -1.882 -0.466 -0.010
S -1.132 -2.006 0.571
S -0.249 -2.623 -1.211
H 0.084 3.020 0.679
H 1.327 2.270 1.655
H 1.356 2.083 -0.114
H 0.488 0.167 1.128
H -0.216 0.379 -1.092
H -1.425 1.553 -0.542
H -2.581 -0.189 0.780
H -2.480 -0.667 -0.895
H -0.605 -3.908 -1.123
O 2.465 -0.891 -0.107
H 3.251 -0.902 -0.666
H 1.898 -1.561 -0.515
*
```

Results
Structure (SMILES) = CNCCSS.O
Lowest unoccupied orbital energy = 0.35 eV
E_HOMO = -8.7 eV
ΔE to the lowest compared entry with this formula, charge and spin = 5.5 kcal per mole
Orbital gap = 9.0 eV

Atom charges from the Mulliken analysis, given in e for atoms 1 to 5: C -0.927; N -0.401; C -0.408; C -0.832; S -0.065

No. 3
C22H44F3NO8P2Pb | ωB97M-V with the def2-TZVPD basis set

ORCA input file:
```
! wB97M-V def2-TZVPD RIJCOSX def2/J DEFGRID3
* xyz 2 1
C 6.688 -3.125 -0.639
C 7.416 -2.221 0.348
C 7.509 -0.775 -0.173
C 7.134 0.251 0.903
C 5.639 0.249 1.177
C 4.842 1.086 0.168
C 3.367 0.642 0.165
C 2.345 1.750 -0.068
C 1.965 2.361 1.293
C 0.706 1.635 1.839
C -0.542 2.465 1.539
C -1.810 1.597 1.260
C -2.102 1.656 -0.261
O -1.213 0.789 -0.923
C -1.642 0.385 -2.209
C -1.890 1.594 -3.140
C -1.336 1.373 -4.537
C -1.642 0.049 -5.187
O -2.232 1.402 -5.545
P -3.091 -0.834 -2.041
N -4.418 -0.152 -2.808
O -2.782 -2.085 -3.011
O -1.553 0.300 1.724
C -2.601 -0.641 1.587
C -3.318 -0.988 2.907
C -4.734 -1.390 2.610
O -4.698 -2.703 2.057
C -5.900 -3.104 1.474
C -5.636 -3.736 0.121
F -6.676 -4.525 -0.251
F -4.513 -4.490 0.125
F -5.494 -2.780 -0.846
P -3.188 2.518 2.064
O -3.259 3.823 1.391
O -4.596 1.773 1.965
O -2.821 2.655 3.585
H 7.346 -3.428 -1.446
H 6.341 -4.050 -0.184
H 5.835 -2.594 -1.120
H 6.929 -2.263 1.318
H 8.413 -2.629 0.461
H 8.530 -0.580 -0.479
H 6.870 -0.664 -1.052
H 7.469 1.226 0.558
H 7.713 0.046 1.797
H 5.245 -0.787 1.210
H 5.466 0.692 2.154
H 5.292 1.029 -0.820
H 4.853 2.127 0.473
H 3.193 0.175 1.140
H 3.274 -0.144 -0.643
H 1.471 1.296 -0.528
H 2.782 2.464 -0.758
H 2.781 2.155 1.983
H 1.805 3.423 1.164
H 0.672 0.661 1.370
H 0.827 1.567 2.913
H -0.743 3.163 2.341
H -0.347 3.077 0.667
H -2.027 2.690 -0.577
H -3.146 1.364 -0.434
H -0.817 -0.188 -2.627
H -1.326 2.439 -2.758
H -2.938 1.820 -3.289
H -0.355 1.779 -4.732
H -2.565 -0.459 -4.981
H -1.060 -0.100 -6.082
H -5.015 0.255 -2.101
H -4.938 -0.822 -3.366
H -1.955 -2.499 -2.749
H -3.347 -0.370 0.844
H -2.144 -1.556 1.225
H -2.823 -1.865 3.310
H -3.265 -0.174 3.621
H -5.369 -1.372 3.495
H -5.200 -0.728 1.879
H -6.609 -2.293 1.308
H -6.408 -3.838 2.097
H -4.906 1.865 1.059
H -3.318 3.399 3.947
Pb 3.588 -2.110 -0.273
*
```

Results
Lowest unoccupied orbital energy = -10.13 eV
E_HOMO = -12.2 eV
Orbital gap = 2.1 eV

Atom charges from the Mulliken analysis, given in e for atoms 1 to 5: C -1.029; C -0.379; C -0.577; C -1.150; C -0.038

No. 4
C4H26BO21 | ωB97M-V with the def2-TZVPD basis set

ORCA input file:
```
! wB97M-V def2-TZVPD RIJCOSX def2/J DEFGRID3
* xyz -1 1
O -1.888 -2.411 -2.061
C -1.078 -1.485 -1.736
O -1.181 -0.663 -0.754
B 0.132 0.043 -0.635
O 1.098 -0.558 -1.553
C 0.423 -1.498 -2.320
O 0.904 -2.316 -3.088
O 0.618 -0.082 0.754
C 0.701 1.080 1.340
O 1.133 1.312 2.497
C 0.237 2.120 0.241
O -0.057 1.457 -0.872
O 0.267 3.355 0.256
O -6.596 -2.134 -4.364
H -5.826 -2.703 -4.387
H -6.924 -2.211 -3.468
O 4.919 0.921 7.777
H 4.902 0.816 6.825
H 5.514 1.655 7.927
O 1.032 -0.643 8.039
H 1.769 -0.083 7.795
H 1.220 -1.483 7.620
O 0.897 5.112 7.184
H 1.539 4.750 6.572
H 0.281 4.396 7.336
O 2.530 -1.704 -7.880
H 2.215 -1.832 -6.985
H 1.978 -2.276 -8.413
O 5.554 -4.728 -3.457
H 4.764 -4.289 -3.143
H 5.253 -5.276 -4.182
O -0.133 9.343 2.896
H 0.374 9.269 2.088
H -0.575 10.189 2.826
O -2.728 -1.566 3.844
H -2.805 -0.648 4.103
H -1.943 -1.597 3.296
O -2.539 3.780 -4.151
H -3.485 3.669 -4.057
H -2.304 4.418 -3.478
O -2.537 -6.137 -7.046
H -2.414 -5.777 -6.167
H -2.814 -5.388 -7.574
O -2.213 7.632 -1.723
H -1.722 8.346 -2.129
H -1.663 7.347 -0.993
O 4.754 -2.051 4.682
H 4.533 -2.679 5.369
H 4.116 -2.219 3.989
O -3.109 -8.423 -2.791
H -4.036 -8.659 -2.833
H -3.088 -7.493 -3.012
*
```

Results
Lowest unoccupied orbital energy = 1.84 eV
E_HOMO = -7.6 eV
ΔE to the lowest compared entry with this formula, charge and spin = 75.3 kcal per mole
Orbital gap = 9.4 eV

Atom charges from the Mulliken analysis, given in e for atoms 1 to 5: O -0.675; C 0.596; O -0.449; B 1.044; O -0.415

No. 5
C65H71NNbO25Si | ωB97M-V with the def2-TZVPD basis set

ORCA input file:
```
! wB97M-V def2-TZVPD RIJCOSX def2/J DEFGRID3
* xyz -1 1
C 3.928 -2.199 4.900
C 3.749 -1.002 4.778
C 3.315 0.477 4.754
Nb 2.941 1.316 2.633
C 0.677 1.314 2.872
C 0.033 2.771 2.704
C -1.053 3.133 3.796
C -2.221 2.032 3.739
C -3.678 2.691 3.747
C -4.727 1.541 4.103
C -4.733 0.403 2.986
C -5.853 -0.697 3.210
Si -5.377 -2.048 4.492
C -5.586 -1.480 6.302
C -6.548 -3.543 4.123
C -3.602 -2.732 4.215
C -2.387 -1.884 4.429
C -1.030 -2.407 4.172
C -0.776 -3.782 3.697
C -1.967 -4.663 3.508
C -3.343 -4.142 3.766
C 3.044 -0.695 1.629
C 1.943 -1.768 1.984
C 1.562 -2.514 0.606
N 0.222 -2.081 0.111
C 0.294 -1.429 -1.225
C -0.865 -0.345 -1.281
C -2.097 -0.571 -0.479
C -3.165 0.456 -0.516
C -3.074 1.711 -1.295
C -1.858 1.939 -2.107
C -0.802 0.902 -2.076
O 0.349 1.120 -2.866
H 3.840 -3.276 5.177
H 4.211 1.071 5.137
H 2.468 0.719 5.458
H 2.652 2.071 0.973
H 4.720 1.555 2.309
H 2.947 2.975 3.402
H 0.136 0.641 2.136
H 0.451 0.916 3.918
H 0.835 3.566 2.740
H -0.424 2.798 1.661
H -1.437 4.181 3.648
H -0.572 3.067 4.817
H -2.111 1.411 4.671
H -2.154 1.398 2.803
H -3.752 3.539 4.501
H -3.959 3.088 2.727
H -4.419 1.083 5.094
H -5.767 1.984 4.190
H -4.957 0.940 2.010
H -3.711 -0.059 2.859
H -6.046 -1.245 2.240
H -6.850 -0.243 3.514
H -5.198 -2.230 7.057
H -4.993 -0.525 6.468
H -6.655 -1.225 6.576
H -7.601 -3.195 4.355
H -6.463 -3.841 3.040
H -6.242 -4.431 4.751
H -2.492 -0.813 4.771
H -0.162 -1.717 4.328
H 0.244 -4.185 3.474
H -1.789 -5.718 3.167
H -4.209 -4.836 3.613
H 4.057 -1.155 1.885
H 3.095 -0.510 0.506
H 0.968 -1.389 2.386
H 2.281 -2.599 2.673
H 2.384 -2.396 -0.169
H 1.499 -3.639 0.791
H -0.308 -2.946 -0.024
H 0.187 -2.228 -2.026
H 1.260 -0.857 -1.288
H -2.245 -1.486 0.158
H -4.095 0.274 0.078
H -3.929 2.440 -1.256
H -1.780 2.889 -2.690
H 1.055 1.521 -2.322
C 1.243 7.352 0.445
C 0.146 7.589 -0.278
C -0.320 6.631 -1.324
O -1.338 6.877 -1.950
C 0.476 5.429 -1.558
C 1.576 5.191 -0.838
C 2.029 6.135 0.227
O 3.025 5.876 0.873
O 2.325 4.087 -1.043
O -0.594 8.707 -0.096
H 1.590 8.037 1.207
H 0.136 4.753 -2.330
H 3.059 4.143 -0.396
H -1.328 8.638 -0.737
C 4.045 1.156 -6.093
C 2.753 1.032 -5.767
C 1.670 1.528 -6.671
O 0.506 1.381 -6.351
C 2.065 2.183 -7.920
C 3.356 2.309 -8.241
C 4.436 1.789 -7.351
O 5.601 1.909 -7.693
O 3.743 2.912 -9.387
O 2.374 0.455 -4.612
H 4.838 0.800 -5.450
H 1.274 2.554 -8.558
H 4.719 2.873 -9.384
H 1.393 0.486 -4.608
C 1.365 -1.493 10.911
C 0.623 -2.001 9.923
C 1.003 -1.818 8.489
O 0.308 -2.314 7.621
C 2.203 -1.038 8.191
C 2.944 -0.527 9.179
C 2.579 -0.733 10.613
O 3.291 -0.266 11.486
O 4.054 0.199 8.926
O -0.502 -2.704 10.174
H 1.102 -1.621 11.953
H 2.458 -0.898 7.148
H 4.406 0.450 9.801
H -0.849 -2.960 9.296
C 0.659 -4.542 -4.679
C 1.139 -5.299 -5.667
C 1.399 -6.757 -5.476
O 1.820 -7.418 -6.410
C 1.136 -7.334 -4.158
C 0.658 -6.575 -3.168
C 0.373 -5.123 -3.368
O -0.079 -4.470 -2.446
O 0.411 -7.086 -1.944
O 1.412 -4.781 -6.887
H 0.465 -3.485 -4.806
H 1.344 -8.388 -4.028
H 0.072 -6.339 -1.413
H 1.745 -5.529 -7.419
C 3.216 8.113 -4.930
C 4.344 8.600 -5.453
C 5.662 7.934 -5.225
O 6.664 8.403 -5.737
C 5.691 6.739 -4.384
C 4.563 6.251 -3.856
C 3.241 6.902 -4.108
O 2.236 6.417 -3.625
O 4.570 5.151 -3.077
O 4.345 9.717 -6.213
H 2.255 8.584 -5.090
H 6.654 6.277 -4.213
H 3.637 4.999 -2.820
H 5.277 9.857 -6.469
C -1.935 -6.308 -7.230
C -2.561 -6.623 -8.368
C -4.029 -6.401 -8.538
O -4.557 -6.684 -9.598
C -4.776 -5.852 -7.407
C -4.150 -5.541 -6.267
C -2.678 -5.737 -6.107
O -2.145 -5.423 -5.057
O -4.821 -5.036 -5.212
O -1.896 -7.153 -9.415
H -0.873 -6.462 -7.097
H -5.840 -5.714 -7.536
H -4.148 -4.895 -4.517
H -2.569 -7.287 -10.111
*
```

Results
Lowest unoccupied orbital energy = -0.64 eV
E_HOMO = -4.9 eV
Orbital gap = 4.3 eV

Atom charges from the Mulliken analysis, given in e for atoms 1 to 5: C -0.071; C -0.218; C -0.749; Nb -1.764; C 0.686

No. 6
C23H31Cl2FO7 | ωB97M-V with the def2-TZVPD basis set

ORCA input file:
```
! wB97M-V def2-TZVPD RIJCOSX def2/J DEFGRID3
* xyz 0 1
O -1.198 0.965 2.157
C -0.941 1.236 1.022
F -1.889 1.654 0.155
C 0.451 1.110 0.395
C 0.271 0.733 -1.089
C 0.461 1.700 -2.058
O 0.825 2.989 -1.750
C 0.283 1.391 -3.386
C 0.447 2.458 -4.464
C -0.987 2.913 -4.836
C -1.004 4.194 -5.669
Cl -2.706 4.610 -6.065
C -0.081 0.123 -3.783
C -0.256 -0.822 -2.818
C -0.069 -0.540 -1.473
C -0.254 -1.669 -0.491
O -0.733 -1.538 0.608
C 0.180 -3.027 -1.020
O 0.737 -3.927 -0.173
C -0.031 -3.290 -2.301
Cl 0.414 -4.805 -3.021
C -0.656 -2.237 -3.186
O -1.427 -2.494 -4.077
H 0.972 2.066 0.408
H 0.993 0.297 0.872
H 1.744 3.024 -1.463
H 0.895 1.962 -5.330
H 1.049 3.274 -4.067
H -1.544 3.113 -3.913
H -1.517 2.107 -5.351
H -0.451 4.048 -6.600
H -0.522 5.012 -5.131
H -0.230 -0.131 -4.827
H 1.655 -4.090 -0.426
C -5.025 2.858 5.534
C -6.014 2.474 4.446
O -5.521 2.663 3.134
C -4.362 1.920 2.788
C -4.554 0.416 2.874
H -4.693 3.889 5.404
H -5.487 2.758 6.517
H -4.137 2.223 5.517
H -6.897 3.109 4.528
H -6.359 1.443 4.579
H -3.510 2.242 3.395
H -4.126 2.187 1.758
H -4.755 0.091 3.896
H -3.657 -0.101 2.531
H -5.399 0.102 2.258
C 7.106 -3.499 1.112
C 5.800 -3.176 0.409
O 4.746 -4.069 0.721
C 4.363 -4.139 2.087
C 3.871 -2.816 2.648
H 7.411 -4.525 0.902
H 7.893 -2.823 0.777
H 7.020 -3.398 2.195
H 5.948 -3.253 -0.669
H 5.494 -2.142 0.608
H 5.182 -4.542 2.692
H 3.552 -4.866 2.139
H 4.659 -2.061 2.656
H 3.523 -2.943 3.674
H 3.049 -2.427 2.043
*
```

Results
Structure (SMILES) = O=C(F)Cc1c(O)c(CCCCl)cc2c1C(=O)C(O)=C(Cl)C2=O.CCOCC.CCOCC
Lowest unoccupied orbital energy = -1.04 eV
E_HOMO = -9.3 eV
Orbital gap = 8.2 eV

Atom charges from the Mulliken analysis, given in e for atoms 1 to 5: O -0.484; C 0.721; F -0.241; C -0.944; C 0.348

No. 7
C3H2ClNO | ωB97M-V with the def2-TZVPD basis set

ORCA input file:
```
! wB97M-V def2-TZVPD RIJCOSX def2/J DEFGRID3
* xyz 0 1
Cl 2.214 -0.070 -1.524
C 0.726 -0.083 -0.543
C -0.310 -0.934 -0.562
O -1.203 -0.256 0.374
C -0.530 0.882 0.831
N 0.623 1.026 0.432
H -0.576 -2.049 -0.534
H -0.945 1.485 1.526
*
```

Results
Structure (SMILES) = Clc1cocn1
Lowest unoccupied orbital energy = 0.84 eV
E_HOMO = -9.9 eV
ΔE to the lowest compared entry with this formula, charge and spin = 26.8 kcal per mole
Orbital gap = 10.7 eV

Atom charges from the Mulliken analysis, given in e for atoms 1 to 5: Cl -0.173; C 0.192; C -0.110; O -0.308; C 0.062

No. 8
C8H16NO3 | ωB97M-V with the def2-TZVPD basis set

ORCA input file:
```
! wB97M-V def2-TZVPD RIJCOSX def2/J DEFGRID3
* xyz -1 1
C -1.632 1.741 -0.561
C 1.616 -1.130 -1.762
C -0.361 1.977 1.736
C 1.866 0.986 0.423
C 0.222 -0.931 0.951
C 0.557 -0.018 -1.496
C -0.566 1.474 0.438
C 0.495 0.414 0.048
N -4.173 -0.908 0.270
O -2.393 0.723 -0.761
O -1.562 2.778 -1.279
O -3.094 -1.222 1.104
H 1.837 -1.320 -2.783
H 2.425 -0.613 -1.318
H 1.332 -1.950 -1.147
H -1.075 2.766 1.975
H 0.347 1.575 2.371
H -2.314 -0.641 0.893
H 2.640 0.213 0.232
H 1.783 1.207 1.507
H 2.122 1.934 -0.043
H -0.533 -1.575 0.453
H 0.038 -0.626 2.014
H 1.300 -1.508 0.976
H 1.027 0.918 -1.925
H -0.434 -0.187 -1.830
H -4.107 -1.552 -0.518
H -4.049 0.021 -0.132
*
```

Results
Lowest unoccupied orbital energy = 3.34 eV
E_HOMO = -4.8 eV
ΔE to the lowest compared entry with this formula, charge and spin = 12.1 kcal per mole
Orbital gap = 8.1 eV

Atom charges from the Mulliken analysis, given in e for atoms 1 to 5: C 0.288; C -1.328; C -1.597; C -1.624; C -1.745

No. 9
C3H6O4S | ωB97M-V with the def2-TZVPD basis set

ORCA input file:
```
! wB97M-V def2-TZVPD RIJCOSX def2/J DEFGRID3
* xyz 0 1
C 0.131 -0.985 1.050
C -0.269 -0.126 2.140
C -0.056 -0.626 -0.235
O -0.182 1.801 -3.020
O 1.824 1.199 -1.827
O -0.911 0.425 -0.561
O 0.418 -1.407 -1.237
S 0.513 1.806 -1.802
H -0.199 -0.571 3.172
H 0.303 0.744 2.083
H -1.349 0.227 1.961
H 0.794 -1.803 1.181
H -1.712 0.100 -0.968
H 0.694 -0.786 -1.938
*
```

Results
Lowest unoccupied orbital energy = -0.23 eV
E_HOMO = -8.9 eV
ΔE to the lowest compared entry with this formula, charge and spin = 37.5 kcal per mole
Orbital gap = 8.7 eV

Atom charges from the Mulliken analysis, given in e for atoms 1 to 5: C -0.325; C -1.012; C 0.476; O -0.402; O -0.453

No. 10
C5H12N2O2 | ωB97M-V with the def2-TZVPD basis set

ORCA input file:
```
! wB97M-V def2-TZVPD RIJCOSX def2/J DEFGRID3
* xyz 0 1
C -2.443 0.167 0.576
N -1.360 1.136 0.531
C -0.294 0.893 1.195
C 0.043 -0.286 2.044
O 0.692 1.794 1.114
H -3.009 0.227 -0.360
H -3.128 0.399 1.397
H -2.102 -0.868 0.671
H 0.079 -1.185 1.423
H -0.706 -0.406 2.830
H 1.024 -0.155 2.511
H 0.417 2.462 0.460
C 0.243 -0.784 -2.055
C 1.383 0.119 -1.675
N 2.365 -0.474 -0.940
O 1.458 1.294 -2.009
H 0.451 -1.243 -3.024
H 0.100 -1.567 -1.305
H -0.677 -0.198 -2.116
H 3.137 0.108 -0.640
H 2.327 -1.433 -0.627
*
```

Results
Structure (SMILES) = C/N=C(\C)O.CC(N)=O
Lowest unoccupied orbital energy = 0.70 eV
E_HOMO = -9.5 eV
ΔE to the lowest compared entry with this formula, charge and spin = 16.8 kcal per mole
Orbital gap = 10.2 eV

Atom charges from the Mulliken analysis, given in e for atoms 1 to 5: C -0.908; N -0.586; C 0.933; C -1.209; O -0.515

No. 11
C4H8O2 | ωB97M-V with the def2-TZVPD basis set

ORCA input file:
```
! wB97M-V def2-TZVPD RIJCOSX def2/J DEFGRID3
* xyz 0 1
C 1.260 1.360 0.267
O 0.109 1.342 -0.541
C -1.005 0.701 0.006
C -1.104 -0.821 -0.051
C 0.082 -1.686 -0.404
O -2.178 -1.305 0.236
H 2.037 0.711 -0.153
H 1.655 2.379 0.302
H 1.043 1.043 1.297
H -1.086 0.926 1.078
H -1.890 1.090 -0.506
H -0.030 -2.647 0.107
H 1.044 -1.233 -0.152
H 0.063 -1.861 -1.487
*
```

Results
Structure (SMILES) = COCC(C)=O
Lowest unoccupied orbital energy = 0.87 eV
E_HOMO = -9.4 eV
ΔE to the lowest compared entry with this formula, charge and spin = 35.1 kcal per mole
Orbital gap = 10.3 eV

Atom charges from the Mulliken analysis, given in e for atoms 1 to 5: C -0.742; O -0.390; C -0.302; C 0.541; C -0.877

Here are the calculated DFT total energy numbers, same order: -291.09370; -1047.25866; -2695.79763; -1773.18424; -4801.25258; -2441.89652; -705.64142; -594.83452; -817.00085; -457.72215; -307.65654 (hartree).